[1]
{
  "formula": "C6H12",
  "method": "ωB97M-V with the def2-TZVPD basis set",
  "elements": ["C", "C", "C", "C", "C", "C", "H", "H", "H", "H", "H", "H", "H", "H", "H", "H", "H", "H"],
  "positions_angstrom": [[-2.5991, -0.4377, -0.1536], [-1.4625, -0.8096, 0.3323], [-0.1558, 0.0559, 0.4310], [-0.3916, 1.4959, -0.0130], [0.9579, -0.6003, -0.5247], [2.3829, -0.3576, 0.1213], [-2.5670, 0.6286, -0.4548], [-3.4490, -0.9929, -0.3722], [-1.3684, -1.8574, 0.7244], [0.1711, 0.0984, 1.5557], [-1.4098, 1.8311, 0.4210], [-0.5201, 1.3306, -1.0836], [0.5396, 2.1821, 0.2111], [0.8098, 0.0178, -1.5503], [0.7745, -1.7952, -0.6659], [3.1886, -0.9853, -0.3267], [2.8482, 0.7281, 0.0273], [2.2507, -0.5324, 1.3209]],
  "forces_ev_per_angstrom": [[0.3652, 3.3301, -1.0925], [2.7683, -1.7125, 1.6414], [-0.0819, -1.0541, 1.1421], [-0.0845, 0.3881, 0.6509], [-0.2872, 0.1078, -0.1522], [0.2975, 1.0879, 1.5675], [-0.8429, -0.7593, -0.1734], [-1.2768, -1.0588, 0.0517], [0.2245, 0.9104, -0.4620], [-0.3669, -0.5626, -1.9972], [2.0341, 0.1555, -0.5085], [-0.1183, 1.0473, -0.1811], [-2.1424, -1.2330, -0.4141], [0.6144, -1.9992, 2.0645], [0.4263, 3.0449, 0.2067], [-0.7580, 0.1074, 0.5835], [-1.4685, -1.9332, 0.0777], [0.6971, 0.1332, -3.0048]],
  "lowdin_charge": [-0.0105, -0.1796, -0.4202, -0.1256, -0.2354, -0.1565, 0.0518, 0.0375, 0.1103, 0.1453, 0.0947, 0.0561, 0.1171, 0.1319, 0.1401, 0.0490, 0.0881, 0.1060],
  "homo_ha": -0.3628,
  "e_tot_ev": -6414.2347,
  "smiles": "C=C[C@H](C)CC",
  "multiplicity": 1
}



[2]
{
  "formula": "C6H12",
  "method": "ωB97M-V with the def2-TZVPD basis set",
  "elements": ["C", "C", "C", "C", "C", "C", "H", "H", "H", "H", "H", "H", "H", "H", "H", "H", "H", "H"],
  "positions_angstrom": [[-1.5570, 0.9286, 0.6131], [-0.6572, -0.0062, -0.1970], [-1.2618, -1.4113, -0.2958], [0.7469, -0.0393, 0.3458], [1.9075, -0.4097, -0.4979], [1.7819, 1.0125, -0.0297], [-1.1331, 1.9375, 0.6683], [-2.5563, 1.0043, 0.1687], [-1.6760, 0.5595, 1.6400], [-0.5700, 0.3956, -1.2189], [-0.6282, -2.0763, -0.8940], [-1.3743, -1.8605, 0.6989], [-2.2552, -1.3782, -0.7608], [0.8854, -0.1127, 1.4332], [2.7104, -1.0203, -0.0994], [1.6848, -0.5842, -1.5465], [1.4736, 1.7740, -0.7346], [2.5148, 1.3511, 0.7059]],
  "forces_ev_per_angstrom": [[0.0021, 0.0601, 0.0423], [-0.0544, 0.0548, -0.2022], [-0.0129, -0.0241, 0.0041], [0.6597, 1.0550, 1.4965], [0.2511, -0.1783, -0.3477], [-0.0636, 0.1846, -0.5024], [-0.0422, -0.1472, -0.0165], [0.1589, -0.0365, 0.0570], [0.0332, 0.0281, -0.1538], [-0.1041, -0.0375, 0.0922], [-0.0818, 0.1196, 0.0970], [0.0380, 0.0877, -0.1207], [0.1737, 0.0040, 0.0832], [-0.5498, -0.9836, -0.3548], [-0.1091, 0.0496, -0.0394], [0.0424, -0.0941, 0.1059], [0.1574, -0.0418, -0.1819], [-0.4983, -0.1003, -0.0590]],
  "lowdin_charge": [-0.0766, -0.4262, -0.0743, -0.3110, -0.1323, -0.1259, 0.0774, 0.0761, 0.0815, 0.1384, 0.0755, 0.0818, 0.0762, 0.1442, 0.0981, 0.1039, 0.0950, 0.0981],
  "homo_ha": -0.3633,
  "e_tot_ev": -6415.8227,
  "smiles": "CC(C)C1CC1",
  "multiplicity": 1
}



[3]
{
  "formula": "C6H12",
  "method": "ωB97M-V with the def2-TZVPD basis set",
  "elements": ["C", "C", "C", "C", "C", "C", "H", "H", "H", "H", "H", "H", "H", "H", "H", "H", "H", "H"],
  "positions_angstrom": [[-2.5912, 0.2901, 0.3767], [-0.8576, 0.3380, -0.6735], [0.3020, 1.1034, -0.0316], [1.2091, -0.0720, -0.5079], [2.4095, -0.4752, 0.3409], [-0.0736, -0.9566, -0.5032], [-2.1941, 0.5390, 1.3467], [-2.9475, -0.7401, 0.2994], [-3.4362, 0.9721, 0.1254], [-1.9043, 0.5727, -0.9259], [0.2440, 1.0605, 1.0681], [0.5342, 2.1309, -0.3367], [1.5321, 0.1001, -1.5424], [2.8744, -1.3947, -0.0369], [3.1765, 0.3095, 0.3338], [2.1169, -0.6494, 1.3830], [-0.1840, -1.7694, -1.2295], [-0.2102, -1.3587, 0.5136]],
  "forces_ev_per_angstrom": [[0.4735, -0.2472, 0.6671], [-1.0954, -0.2177, 1.5529], [-0.3347, 0.1004, 0.0158], [-0.1241, 0.0315, -0.0310], [-0.1140, 0.0162, 0.0065], [-0.3027, -0.0445, -0.0469], [-0.0684, -0.0917, 0.4250], [0.2888, 0.1158, 0.0808], [0.9315, -0.2150, -0.2019], [0.6665, 0.5114, -2.2733], [0.0408, 0.0957, -0.1277], [-0.0813, -0.2531, -0.0461], [-0.1468, 0.0102, 0.1664], [-0.1135, 0.1550, 0.0449], [-0.1492, -0.1183, -0.0046], [0.0127, 0.0231, -0.1377], [0.0603, 0.1954, 0.0607], [0.0560, -0.0674, -0.1509]],
  "lowdin_charge": [-0.0251, -0.1684, -0.1501, -0.3613, -0.0789, -0.1588, 0.0290, 0.0448, 0.0555, 0.0321, 0.1073, 0.1024, 0.1342, 0.0746, 0.0747, 0.0735, 0.1032, 0.1112],
  "homo_ha": -0.2902,
  "e_tot_ev": -6412.3785,
  "multiplicity": 1
}



[4]
{
  "formula": "C6H12",
  "method": "ωB97M-V with the def2-TZVPD basis set",
  "elements": ["C", "C", "C", "H", "H", "H", "H", "H", "H", "C", "C", "C", "H", "H", "H", "H", "H", "H"],
  "positions_angstrom": [[2.3258, 1.0801, 0.9902], [0.9349, 1.5113, 1.0691], [0.3729, 2.5694, 0.3289], [2.8787, 1.6112, 1.7867], [2.3923, 0.0244, 1.2566], [2.7192, 1.2849, 0.0042], [0.3439, 0.9639, 1.7986], [-0.6845, 2.7831, 0.2723], [1.0338, 3.1011, -0.3441], [-2.1420, -1.2772, -0.0650], [-1.3810, -2.2145, -0.9591], [-0.2822, -1.8793, -1.6074], [-2.0324, -1.5435, 0.9851], [-1.8052, -0.2760, -0.2962], [-3.1967, -1.1865, -0.3562], [-1.9261, -3.1356, -1.1449], [0.2961, -2.5218, -2.2600], [0.1527, -0.8949, -1.4587]],
  "forces_ev_per_angstrom": [[-0.8109, -0.1515, -0.3408], [0.1039, -0.3214, 0.8299], [0.3882, -0.4509, -0.6339], [0.0807, 0.1473, -0.1151], [0.1139, -0.0146, -0.0351], [0.5782, 0.1772, -0.0430], [-0.3834, 0.2653, -0.0654], [-0.1002, -0.0195, 0.3212], [-0.0146, 0.2896, 0.0490], [-0.1176, 0.2740, -0.7337], [-1.0622, 0.0431, -0.2015], [0.5819, -0.0157, 0.0863], [-0.1963, 0.1556, 0.0436], [0.5459, 0.5649, 0.4846], [0.0776, -0.6174, 0.3314], [0.5501, -0.3069, -0.0035], [-0.3148, -0.1417, -0.0167], [-0.0205, 0.1225, 0.0427]],
  "lowdin_charge": [-0.0192, -0.0020, 0.2672, 0.1495, 0.1154, 0.1063, 0.1402, 0.1099, 0.1121, -0.1172, -0.2327, -0.0192, 0.0747, 0.0395, 0.0827, 0.1016, 0.0582, 0.0329],
  "charge": 1,
  "homo_ha": [-0.4662, -0.4658],
  "e_tot_ev": -6405.4072,
  "multiplicity": 2,
  "s2": 0.752
}